Record 1
94
Properties=species:S:1:pos:R:3:forces:R:3:lowdin_spin:R:1 method="wB97M-V/def2-TZVPD" homo_ha="-0.017 / -0.074" lumo_energy_ev="4.41 / 4.41" total_charge=-2 relative_energy_kj_mol=160.4 homo_lumo_gap_ev="4.886 / 6.425" spin_multiplicity=2
O 3.135601 -1.066671 1.304850 0.0 0.1 -0.2 0.00
C -3.430708 -0.255188 0.870152 0.0 -0.2 0.0 0.13
H 3.079344 -0.488672 -1.275515 0.0 0.0 -0.1 0.00
Hg -0.720812 0.590235 -0.957902 -0.5 0.4 0.7 0.00
C 2.046351 2.362534 2.748126 -0.1 0.5 0.1 0.00
C 3.799790 0.110988 -0.719641 -0.1 -0.1 0.3 0.00
C 0.014967 -3.074791 4.007974 0.1 0.1 -0.1 0.00
H 3.304239 1.047302 -0.461705 0.0 0.0 -0.1 0.00
C 2.875731 3.040287 3.844859 0.0 -0.2 -0.1 0.00
H -0.511886 -0.783118 5.585022 0.0 0.0 0.0 0.00
H 2.205839 4.028356 1.366086 0.0 0.0 0.0 0.00
C -3.034977 -1.476483 -6.828850 0.0 0.0 0.0 0.00
C -3.927405 3.073300 2.434212 -0.3 -0.1 0.2 0.09
N -2.046328 -0.419953 -2.738670 0.5 0.1 -0.2 0.00
O 2.348619 0.980104 2.817398 -0.1 -0.1 -0.1 0.00
H 4.456245 -2.470451 -0.569644 0.0 -0.1 -0.1 0.00
H 0.799600 -2.471700 0.257616 0.0 0.0 0.0 0.00
H -5.546028 2.042757 -2.953469 0.0 0.1 0.0 0.00
H -2.707350 4.811976 2.070685 0.0 0.0 0.0 0.01
C 0.763317 -2.577585 -0.819606 0.2 0.0 0.0 0.00
C -2.528925 -0.998021 -5.631990 0.2 0.1 0.0 0.00
C -1.964473 -1.865268 -4.691882 -0.1 -0.3 -0.2 0.00
H 5.623354 -0.312379 2.184823 0.0 0.0 0.0 0.00
C 5.152534 0.271115 1.389453 -0.2 -0.2 0.1 0.00
H 5.931526 0.727908 0.775270 0.0 0.0 0.0 0.00
C 0.403548 -0.812038 4.989457 0.1 -0.1 -0.2 0.00
H -4.519055 -1.755511 1.126028 0.1 -0.1 -0.1 0.00
H 2.380895 -3.979482 -0.907895 0.1 0.1 0.0 0.00
C -0.916384 3.746018 0.204060 0.2 0.3 -0.1 -0.01
O -4.524858 -0.856511 1.471176 -0.1 0.2 0.1 0.03
H -1.562778 5.396964 0.903822 0.0 0.0 0.0 0.00
C 1.676245 -3.382847 -2.863026 -0.1 0.0 0.0 0.00
C 0.704380 -2.661958 -3.529087 -0.1 0.1 0.0 0.00
H 0.274251 2.265356 4.006953 0.0 0.0 0.0 0.00
H -2.381596 -4.768016 -6.420433 0.0 0.0 0.0 0.00
H 5.194563 -2.497368 1.041908 0.0 0.0 0.0 0.00
H 2.426119 -3.931385 -3.421248 0.0 0.0 0.0 0.00
H 4.653904 0.328045 -1.363584 0.0 0.0 0.0 0.00
H -4.946886 1.197487 2.565219 0.0 0.0 0.0 0.00
O -0.803549 5.085138 0.401441 0.0 0.1 0.0 0.00
C 1.677507 -3.387485 -1.476456 0.1 0.0 0.0 0.00
H 2.668779 4.112514 3.869163 0.0 0.0 0.0 0.00
H -1.157351 -1.517076 1.989720 -0.1 0.0 0.0 0.00
C -4.136640 1.766055 2.133389 0.3 0.0 -0.2 0.06
C -2.040951 3.071298 0.925344 -0.7 -0.2 0.4 0.01
H 0.689671 -2.612797 -4.608381 0.0 0.0 0.0 0.00
H -3.458592 -0.784956 -7.547857 0.0 0.0 0.0 0.00
H -0.016297 2.054689 2.266900 -0.1 0.0 0.0 0.00
N -2.205900 1.787650 0.649006 0.5 0.1 -0.4 0.17
C -3.757649 1.104832 -2.816787 0.3 0.3 -0.3 0.00
C -0.257802 -1.970716 -2.786670 0.3 -0.1 0.1 0.00
H -0.802143 -3.228604 4.716613 0.0 0.0 0.0 0.00
H -0.197120 -3.628770 3.091859 0.0 0.0 0.0 0.00
N -5.133417 1.158661 -2.718786 -0.1 -0.2 0.0 0.00
O 0.772783 0.681176 -2.627135 0.0 -0.3 -0.3 0.00
H 0.941980 -3.457247 4.439727 0.0 0.0 0.0 0.00
H 3.481726 2.807844 1.185502 0.0 0.1 0.0 0.00
H 1.840555 2.468175 0.606953 0.0 0.1 -0.1 0.00
H 0.328861 3.675345 2.927809 0.0 0.0 0.0 0.00
C -2.430559 -3.707333 -6.201245 -0.1 0.0 -0.1 0.00
H 0.718067 0.202741 4.751693 0.0 0.0 0.1 0.00
C 0.178371 -1.585074 3.681744 -0.4 -0.1 0.4 0.00
N 1.709338 1.539333 -2.742689 0.0 0.2 0.2 0.00
H -5.621261 0.332829 -3.030874 0.1 0.0 0.0 0.00
C -2.857596 3.768733 1.822618 0.4 0.1 -0.4 0.17
H 5.990577 -1.619875 -0.288952 0.0 0.0 0.0 0.00
O -0.123920 3.207665 -0.508665 0.0 -0.2 0.0 -0.01
H -1.982578 -1.339041 3.559559 0.0 0.0 0.0 0.00
C -1.088631 -1.081075 2.986778 0.3 0.0 -0.1 0.00
H -3.399552 -3.207425 -8.053411 0.0 0.0 0.0 0.00
H 1.196682 -1.285570 5.573081 0.0 0.0 0.0 0.00
Si 1.782496 -0.251488 1.825973 0.2 -0.2 0.4 0.00
O 0.718994 0.230638 0.792620 0.0 0.0 -0.1 0.00
H -2.540954 0.062521 -5.422829 0.0 0.0 0.0 0.00
H 3.940110 2.888796 3.652653 0.0 0.0 0.0 0.00
C -3.252199 1.110630 1.221489 -0.4 -0.2 0.2 0.19
O 2.458246 1.313672 -3.677594 0.2 0.1 -0.2 0.00
H -4.573802 3.591249 3.133592 0.0 0.0 0.0 0.00
H 4.543547 1.044887 1.849880 0.1 0.1 0.0 0.00
O -2.728187 -0.937582 0.128245 0.1 0.1 0.0 0.13
H -1.046956 0.001404 2.858706 -0.1 0.0 0.0 0.00
C 5.027357 -1.887510 0.151600 -0.2 0.1 0.1 0.00
N -3.279119 -0.091565 -3.083160 -0.9 -0.5 0.1 0.00
H -1.500113 -3.920174 -4.288077 0.0 0.0 0.0 0.00
H 2.635715 2.607236 4.818472 0.0 0.0 0.0 0.00
C -1.925484 -3.228881 -5.003117 0.0 0.2 0.1 0.00
C -2.997290 -2.834078 -7.118771 0.0 0.0 0.0 0.00
C 2.419119 2.957895 1.387951 0.0 -0.3 0.1 0.00
C 0.556871 2.610151 3.009558 0.2 -0.2 -0.1 0.00
N -0.177877 -1.892762 -1.451672 0.0 -0.2 -0.3 0.00
C 4.240221 -0.630160 0.542374 0.5 0.1 -0.3 0.00
S -2.879129 2.549270 -2.760013 0.2 0.2 0.3 0.00
C -1.440525 -1.348270 -3.411178 -0.2 0.3 0.2 0.00
O 1.315028 -1.472873 2.861262 -0.1 0.0 0.0 0.00

***

Record 2
9
Properties=species:S:1:pos:R:3:forces:R:3:lowdin_spin:R:1 method="wB97M-V/def2-TZVPD" homo_ha="-0.271 / -0.360" lumo_energy_ev="0.87 / -2.86" total_charge=0 relative_energy_kj_mol=149.9 homo_lumo_gap_ev="8.239 / 6.927" spin_multiplicity=3
H -1.063778 0.064870 0.484163 -1.3 2.1 1.3 0.01
H -1.052210 0.807696 2.057291 -1.2 0.7 -2.3 0.00
C 1.423894 -1.301995 0.947764 1.7 -0.8 3.1 0.81
H 1.437955 -0.309991 0.683310 0.2 2.3 -0.1 0.05
H -1.809057 1.677601 0.622724 0.9 -0.9 0.9 0.00
S 0.493981 -2.185779 -0.078923 -2.1 1.4 -6.4 0.57
N -1.561327 0.797094 1.111111 1.6 -1.9 0.1 0.01
H 1.711512 -1.738815 1.861003 0.7 0.0 1.1 0.04
O 0.062231 -3.505364 0.322539 -0.5 -2.9 2.3 0.50

***

Record 3
13
Properties=species:S:1:pos:R:3:forces:R:3:mulliken_charge:R:1 method="wB97M-V/def2-TZVPD" homo_ha=-0.312 smiles="N/C=N/CC(=S)S" lumo_energy_ev=0.03 total_charge=0 relative_energy_kj_mol=282.5 homo_lumo_gap_ev=8.528
S 3.371657 -0.706479 -0.553908 -0.6 0.0 0.3 -0.24
H -3.137715 -0.054891 -1.468209 0.9 -0.8 0.2 0.21
H 0.722339 -1.462652 0.126919 0.0 -2.4 -1.8 0.25
H -2.844120 1.161972 -0.323837 1.1 -1.6 -0.6 0.25
H 1.087509 -1.139826 1.655575 0.3 0.7 1.2 0.39
H 0.791216 1.991519 0.766934 2.3 0.1 -2.0 0.22
C 0.834428 -0.645657 0.740954 0.9 1.7 -1.3 -0.50
C 2.075687 0.069592 0.030645 -0.2 1.7 0.6 0.18
N -0.368527 0.118263 0.672727 -3.8 1.8 -1.4 -0.53
S 2.031304 1.943695 -0.150953 -2.7 -2.4 2.4 -0.22
C -1.272556 -0.294426 -0.241616 2.0 0.4 1.6 0.07
H -0.807382 -1.253922 -0.484513 -1.9 -0.4 -1.9 0.29
N -2.483842 0.272807 -0.770718 1.9 1.5 2.8 -0.37

***

Record 4
153
Properties=species:S:1:pos:R:3:forces:R:3:mulliken_charge:R:1 method="wB97M-V/def2-TZVPD" homo_ha=-0.479 lumo_energy_ev=-5.80 total_charge=+3 relative_energy_kj_mol=349.3 homo_lumo_gap_ev=7.240
H -10.521110 2.722375 0.966582 0.0 -0.2 -0.2 0.35
C -8.370500 2.024735 2.640542 -1.2 -2.7 0.9 -0.86
C 0.258340 -0.130835 -5.105178 0.8 2.3 -1.0 0.94
H 3.993850 1.355455 1.163202 0.0 0.3 -0.5 0.30
C 0.610460 -1.753125 5.044422 0.9 0.6 -0.4 -1.24
C 9.662140 1.849275 0.900162 0.5 -0.1 0.4 -1.48
O -0.478010 1.192425 0.202062 0.9 -2.4 1.0 -0.50
H 2.390630 -6.300875 2.908852 -0.9 -0.7 -1.2 0.41
H 0.647180 -3.178365 2.594672 -0.2 0.7 -0.1 0.26
C -5.615880 2.215005 1.252702 -0.5 0.4 -0.4 -0.02
H 3.950730 -3.719365 -0.423058 -0.2 0.0 0.1 0.63
H -0.721790 -5.342165 -2.291768 0.0 -0.2 0.1 0.36
C 4.385340 -0.017265 3.690402 -0.3 0.0 0.8 0.19
O 0.975430 4.913995 0.290962 0.3 -1.1 1.9 -0.61
H 4.130480 -3.358045 3.399742 -0.4 0.0 0.1 -0.01
C 8.213010 2.005225 1.322462 -1.0 -0.5 0.2 -0.22
H 4.286710 1.935925 4.760092 -0.3 -0.1 -0.1 0.70
C -8.882180 3.318885 2.122502 0.8 0.2 0.1 -0.41
C -4.154840 2.017245 1.610102 -0.1 -0.8 0.8 -1.49
S -0.111870 -0.063945 0.882522 -3.1 5.2 4.0 0.79
H 5.980040 -1.137205 2.756432 0.4 0.4 0.1 0.55
H 1.550190 -3.799475 0.491422 -0.4 0.4 1.0 0.01
H -4.423120 -1.535095 -1.715268 0.0 -0.4 -0.1 0.50
H 7.631960 0.065805 2.395372 1.0 0.5 0.3 0.45
H 1.515090 1.479405 -4.044938 -0.5 -0.3 0.2 0.33
H 3.342090 -0.327175 3.629702 0.0 -0.1 -0.2 -0.34
F 1.994170 2.767335 0.443242 -0.5 -0.5 0.3 -0.24
H 5.041050 0.588845 -0.049088 0.4 0.2 0.2 0.29
H 6.505060 1.915755 3.767482 0.1 0.1 -0.1 0.48
H -3.160440 1.217155 -1.946688 0.2 -0.2 0.5 -0.25
C 4.589780 -4.398515 1.522582 0.6 -0.9 1.2 -0.94
H 0.743820 3.904605 -2.426638 -0.2 0.2 0.1 0.11
H 0.579300 2.415055 -7.415928 0.3 0.2 0.5 0.30
H 10.274900 1.463445 1.714882 0.0 -0.5 -0.2 0.36
H 3.662860 -2.601465 0.945912 0.4 0.4 -0.4 -0.66
S 1.611970 4.081895 1.324462 -3.0 -2.3 -2.3 1.07
O 2.928930 7.073235 1.217592 -1.2 -2.8 1.8 -0.59
H 4.595160 -0.969365 1.769982 0.1 0.9 -0.7 -0.12
H 4.580850 -5.427555 1.163262 0.2 -0.2 0.3 0.42
H -3.483850 -3.029215 -3.589808 0.0 -0.2 0.1 0.38
C 5.000940 1.332465 0.746852 0.3 0.4 1.8 -1.21
H -6.119930 0.192865 2.064832 0.1 0.5 0.4 0.49
H -0.214210 -0.339155 -6.065068 -0.9 1.2 0.0 0.56
H 0.567850 -5.551995 2.710262 0.5 -0.5 -1.3 0.35
H -1.404610 -0.925575 -1.713148 -0.1 -0.3 0.1 -0.49
H -8.124980 -0.689985 2.634102 -0.3 0.0 0.1 0.48
C 7.378200 0.699215 1.545372 -0.5 0.1 1.1 -0.68
H 1.976320 -1.082705 -6.008648 -0.3 0.3 -0.4 0.48
C -1.956450 -4.623375 -3.871158 0.8 0.6 0.3 -0.84
C -0.056760 3.991865 -3.161178 0.8 -0.1 -0.5 -0.72
H 8.169030 2.566925 2.255562 0.0 0.2 -0.1 0.33
C 1.027060 1.309845 -5.004718 -2.7 0.1 -0.7 -0.87
F 2.161850 -1.733735 -1.409518 -0.6 -0.4 -0.1 -0.33
C 1.619050 -5.536145 2.998072 0.8 0.4 1.8 -1.03
C 4.370390 1.512805 3.759062 0.7 1.1 -0.9 -0.89
H 1.335720 -3.783475 5.084272 0.0 -0.1 -0.4 0.43
H -0.577520 2.027115 -2.479398 -0.4 0.1 0.6 -0.55
H 10.097510 2.831365 0.715692 -0.3 0.1 -0.1 0.40
N 2.326480 -4.281775 2.571462 0.9 0.6 -1.6 0.83
O 0.673910 -0.034965 2.077952 0.4 0.1 -0.6 -0.34
H 1.468970 -5.625195 4.074012 0.4 0.9 0.4 0.39
H -3.581900 -4.326795 -2.335228 -0.3 -0.3 -0.6 0.35
H 3.568700 1.847945 3.100982 -0.4 0.3 0.6 -0.13
H 7.483290 -0.013165 0.727092 -0.7 0.3 -0.5 0.37
C 0.532090 3.832085 -4.612398 -0.9 -0.4 -0.8 -0.72
C -1.394240 2.459475 -4.345288 0.4 -1.3 -3.1 -1.00
C -8.681460 1.760515 0.257332 -0.2 -0.3 0.1 -0.44
C -0.613210 -4.587125 -3.070368 -0.3 -1.1 0.6 -0.70
H -3.668320 1.199675 1.078142 -0.1 -0.1 -0.1 -0.10
H 5.313280 2.347235 0.500272 -0.1 -0.2 -0.5 0.45
H 1.964540 -0.970935 -4.327688 0.1 -0.8 0.4 0.24
N 3.102150 4.402215 1.581262 -0.7 3.4 1.8 -0.12
O 1.129310 0.292465 -2.136808 -0.6 -1.4 2.2 -0.54
H -9.651330 3.730695 2.775902 0.2 0.0 0.2 0.40
N 5.861890 0.928715 1.963682 0.0 -0.5 -1.9 0.57
H 5.613920 -4.041805 1.413012 0.1 -0.1 1.0 0.41
H -9.411370 1.026955 -0.085048 0.5 0.1 -0.7 0.31
N -2.015330 -3.022085 -1.991368 1.2 2.4 0.1 0.57
N -7.963490 1.048205 1.423012 0.4 0.3 0.8 0.37
H 4.784370 -0.541675 4.558672 0.1 0.5 0.3 0.58
H 5.690070 3.060775 2.657072 -0.4 -0.3 -0.1 0.48
H -2.323770 -1.249525 -3.176818 -0.1 -0.1 0.0 0.68
O 2.599670 0.177425 -0.160958 -2.8 -1.1 -0.2 0.44
C -2.283500 -1.438265 -2.104038 -0.4 -0.8 0.6 -0.03
H -7.705610 2.152275 3.494792 0.9 -0.4 -0.6 0.31
H 0.061150 -3.167295 -1.448658 -0.1 -0.4 -0.2 -0.84
C -2.938010 -3.790155 -3.032018 1.3 0.3 1.8 -0.42
H -2.057230 3.117995 -2.496488 0.4 0.2 0.4 0.83
H -2.057160 -4.579455 -0.445208 0.4 -0.1 -0.6 0.45
H 4.048800 -5.128355 3.572632 -0.1 0.2 0.0 0.50
H -0.547650 3.748105 -6.978988 -0.2 -0.3 0.1 0.35
H 9.796700 1.279755 -0.019428 0.0 -0.2 0.2 0.36
H -1.851280 -4.137975 -4.841418 0.1 -0.2 -0.1 0.34
C -8.465150 -0.432125 1.631152 1.2 1.0 0.5 -1.02
C 5.200810 -0.422215 2.492412 1.0 0.9 -0.1 -0.42
H -2.256570 -5.661095 -4.016688 -0.2 0.2 0.0 0.40
H -3.185630 -3.337935 -0.229458 0.1 0.4 0.1 0.44
O 0.843650 3.626585 2.477442 0.8 0.2 -2.0 -0.62
H -3.516800 -1.148045 -0.311388 0.4 0.5 0.0 0.39
H -4.651980 0.899155 -1.020768 0.1 0.2 -0.2 -0.33
F 4.143700 6.064975 2.903492 0.5 -0.2 1.1 -0.25
F -1.489790 -0.576335 1.478262 -0.6 -0.5 -0.4 -0.42
H -7.990200 3.942005 2.187172 -0.4 0.8 -0.8 0.32
H 7.756580 2.600565 0.531682 -0.5 0.0 0.1 0.29
H -0.422170 -1.925035 4.740732 0.0 0.1 0.3 0.35
H -1.827950 1.480815 -4.550768 0.2 -0.2 0.4 0.50
H 0.089600 4.574525 -5.276548 -0.1 0.2 0.3 0.35
H 1.600940 3.943755 -4.794608 0.1 -0.4 0.5 0.42
S 2.748350 5.985795 2.205992 1.9 3.6 -0.4 0.91
H -4.500720 0.493115 -2.742228 -0.2 -0.1 0.0 0.59
H -4.267010 1.735025 2.656942 0.9 -0.2 0.2 0.42
H 0.976370 -2.213245 -5.213308 -0.3 0.1 0.4 0.34
C -2.152290 -3.497535 -0.537408 -1.0 -0.4 -0.7 -0.88
H -2.084850 3.118275 -4.871728 0.4 0.5 0.0 0.48
C -0.276610 2.706425 -6.807138 -0.1 -1.1 2.0 -0.85
C -9.481730 2.987185 0.772512 0.4 -0.2 0.1 -0.65
H -6.021150 2.910615 1.987532 -0.2 -0.2 0.3 0.39
H -7.887200 -1.082085 0.974162 -0.2 0.3 -0.3 0.34
O 1.726350 6.119975 3.256642 2.1 -0.7 -2.3 -0.52
H -5.709590 2.805305 0.341182 -0.3 -0.5 -0.5 0.44
H -1.053180 1.978655 -7.042508 -0.2 0.4 -0.1 0.41
H 1.777720 1.547125 -5.758578 -0.1 -0.7 -0.2 0.53
H -9.506730 3.829185 0.080762 0.2 -0.2 -0.1 0.33
H 0.742990 -1.531415 6.103382 -0.5 -0.9 0.3 0.41
C -3.561860 -0.955345 -1.383268 -0.2 0.2 -1.0 -0.49
C -0.503310 -3.254545 -2.377028 -1.2 -0.3 -0.3 1.36
H -0.463040 5.003185 -3.145328 -0.1 -0.2 0.4 0.41
C -1.099540 2.860805 -2.949018 1.3 0.0 -1.1 0.43
N 0.173330 -1.218345 -0.068268 3.5 0.0 -3.1 -0.21
N -0.008370 2.494185 -5.243468 -0.1 1.3 0.9 0.13
H 0.287610 -4.896275 -3.600508 -0.2 0.3 -0.4 0.52
S 1.462640 -0.391195 -0.883718 3.0 -0.1 -2.7 -0.07
H -6.233090 0.265895 0.379792 -0.3 0.3 -0.4 0.57
C 2.387640 -4.238215 1.033892 -0.2 -0.8 -1.8 -0.73
C 1.644120 -3.001805 2.998452 -1.1 -0.9 1.6 -0.26
C 1.294050 -1.171765 -5.163268 2.4 -0.8 1.0 -1.69
H -0.430920 -0.172975 -4.261818 0.1 -0.3 -0.1 -0.65
H -9.159250 1.400145 3.059892 -0.4 0.2 0.1 0.51
C 1.568970 -2.859955 4.554352 0.4 0.8 -0.3 -0.43
H 2.471650 -5.227255 0.583512 -0.5 -0.6 0.8 0.41
C 3.831680 -4.287135 2.914362 1.2 -0.5 -0.8 -0.34
H -3.481440 2.871875 1.544942 -0.5 0.2 -0.1 0.49
C -6.407150 0.876405 1.265842 -0.7 1.1 -0.2 -1.13
H -7.893310 2.018125 -0.450158 -0.4 -0.1 -0.2 0.27
H 2.567370 -2.551775 4.864702 0.1 -0.2 0.2 0.30
H -1.439180 -3.036845 0.146212 -0.1 0.4 -0.5 0.02
C 3.718480 -3.646005 0.639382 -1.7 1.6 0.0 0.60
H -0.056220 -2.526435 -3.053828 -0.8 0.5 0.0 -0.51
H -9.529530 -0.636065 1.514482 0.1 0.7 0.0 0.38
H 0.953500 -0.779815 4.693572 -0.3 0.0 -0.8 0.18
C -3.977920 0.514295 -1.786028 0.5 -0.8 0.1 -0.52
C 5.666020 2.059295 3.086662 0.0 -3.1 0.1 -0.85
H 2.125460 -2.142765 2.531062 -0.1 -0.1 -0.1 -0.06